Entry 1:
Formula: C6H24B2O2Rb
Source: the OMol25 dataset
Level of theory: ωB97M-V/def2-TZVPD

Output
total charge	-1

Positions of all 35 atoms, in Å:
Rb -0.055 0.711 -0.199
O 1.365 -0.687 0.685
O -2.173 1.201 0.261
C -2.611 1.283 1.523
C 2.646 -0.621 0.140
C -1.477 1.908 2.418
C 2.671 0.448 -0.934
C -2.643 -0.206 1.901
C 3.161 -1.943 -0.365
B -0.933 1.020 -2.592
B -0.035 -1.600 -0.732
H 0.142 0.937 -2.540
H -3.574 1.764 1.693
H 2.581 1.438 -0.487
H -2.865 0.868 -0.316
H -1.678 1.782 3.482
H 3.193 -2.606 0.500
H -1.247 2.041 -2.443
H -3.290 -0.811 1.267
H 3.325 -0.250 0.908
H 4.158 -2.010 -0.800
H 3.521 0.461 -1.615
H -0.240 -2.307 -1.521
H -2.860 -0.334 2.962
H 0.547 -0.770 -1.103
H -1.476 2.956 2.118
H 2.498 -2.458 -1.061
H 0.420 -2.194 0.045
H 0.899 -1.289 0.100
H -1.388 0.411 -1.826
H -0.472 1.591 2.142
H -1.620 -0.581 1.858
H 1.814 0.502 -1.605
H -1.315 0.630 -3.522
H -0.989 -1.282 -0.341

---

Entry 2:
Formula: C6H24Br2N12O6Y
Source: the OMol25 dataset
Level of theory: ωB97M-V/def2-TZVPD

Output
total charge	+1
relative energy (zero: lowest compared OMol25 entry of this formula, charge and spin)	499.7	kcal/mol

Positions of all 51 atoms, in Å:
Y -1.142 -0.466 -0.293
Br -2.506 -1.078 -4.666
Br -3.508 -2.969 2.617
O -0.858 2.086 3.667
O -0.436 3.888 -1.790
O 3.005 -0.836 -2.811
O 2.811 -1.681 2.648
O 0.120 -5.062 -1.386
O -5.149 2.012 -0.571
N -7.008 3.403 -0.394
N 3.804 -3.009 4.074
N -6.467 2.435 -2.281
N 0.387 -6.736 -2.760
N 0.304 -7.221 -0.802
N 4.768 -2.040 -3.317
N 4.255 -0.661 -4.687
N -1.498 1.785 5.686
N 4.720 -1.139 3.603
N -1.485 5.762 -2.644
N 0.107 5.979 -1.152
N 0.429 2.679 5.393
C -6.188 2.569 -1.020
C 3.703 -1.951 3.392
C 3.956 -1.081 -3.546
C -0.635 5.130 -1.823
C -0.635 2.230 4.851
C 0.138 -6.266 -1.644
H 0.958 5.517 -0.865
H 0.056 6.949 -1.427
H 5.380 -2.549 -3.938
H 1.122 3.005 4.734
H -2.331 1.387 5.277
H -5.999 1.761 -2.870
H -1.824 6.614 -2.220
H 5.126 -0.993 -5.078
H 3.764 0.122 -5.093
H 0.583 -7.716 -2.906
H 0.568 -6.107 -3.529
H -6.928 3.509 0.607
H -1.997 5.289 -3.375
H 4.560 -2.526 -2.457
H 0.254 -6.817 0.122
H -1.458 1.816 6.695
H -7.852 3.678 -0.876
H 3.078 -3.710 4.048
H 4.649 -0.263 3.105
H -7.250 2.977 -2.618
H 0.465 2.794 6.396
H 0.149 -8.146 -1.177
H 4.513 -3.047 4.792
H 5.425 -1.307 4.307

---

Number 1: E_tot -466.847946 Eh, HOMO energy -4.90 eV. Number 2: E_tot -6537.484827 Eh, HOMO energy -10.83 eV.